Here is a structure of composition C31H28Cl2I2LaN2O4 at a distorted geometry from OMol25. Energies are from ωB97M-V with the def2-TZVPD basis set.

Atoms and positions in Å:
C (5.3393, -1.1927, 2.3651)
C (4.6354, 0.0724, 1.6968)
O (3.2273, 0.0667, 2.0616)
C (2.4299, 0.0425, 0.9187)
C (1.9318, -1.2241, 0.4202)
C (2.1853, -2.5901, 1.0761)
Cl (3.7107, -3.5607, 0.6513)
C (1.3297, -3.1592, 1.9673)
C (1.4810, -4.5448, 2.6491)
Cl (-0.1352, -2.2332, 2.4282)
C (1.0704, -1.1939, -0.8255)
C (0.5387, -2.5307, -1.4122)
I (-1.3363, -3.3571, -0.7965)
C (1.3169, -3.1643, -2.3469)
C (0.9975, -4.5180, -3.0381)
I (3.2098, -2.2356, -2.9782)
C (0.7729, 0.0923, -1.4210)
C (1.2847, 1.3876, -0.8877)
C (2.1351, 1.3615, 0.2962)
C (2.7306, 2.6277, 0.9150)
C (3.6678, 3.5469, 0.2670)
C (4.1360, 4.7074, 0.9843)
N (3.8843, 5.1291, 2.2599)
C (3.0419, 4.2183, 2.8352)
C (2.4308, 3.0315, 2.2929)
C (0.8502, 2.7054, -1.6364)
O (1.5567, 3.6621, -1.7595)
C (-0.6049, 2.6564, -2.2343)
O (-1.3414, 3.8350, -2.2598)
C (-1.0809, 1.4636, -2.7080)
C (-2.5220, 1.2826, -3.2865)
C (-3.6298, 1.6739, -2.2160)
C (-3.9267, 0.4730, -1.1983)
C (-5.4874, 0.2076, -1.0250)
N (-5.9204, 0.0993, 0.3787)
C (-5.6985, -0.8998, 1.3222)
C (-6.3850, -0.5260, 2.5880)
C (-7.0610, 0.7664, 2.4094)
C (-6.6951, 1.0746, 1.0010)
C (-0.1569, 0.1979, -2.6855)
O (-0.1418, -0.6153, -3.5760)
H (5.9522, -1.7009, 1.5579)
H (5.9611, -0.8236, 3.2173)
H (4.5929, -1.9078, 2.8026)
H (5.1121, 0.9894, 2.1182)
H (4.6942, -0.0048, 0.5778)
H (1.2612, -4.4620, 3.7489)
H (0.6640, -5.2065, 2.2349)
H (2.4553, -5.0509, 2.4490)
H (1.0251, -4.3338, -4.1534)
H (-0.0145, -4.9254, -2.8072)
H (1.7630, -5.3210, -2.8405)
H (4.0138, 3.3519, -0.7728)
H (4.8243, 5.3860, 0.4104)
H (2.7929, 4.4454, 3.9078)
H (1.7362, 2.4230, 2.9155)
H (-1.6827, 3.9321, -1.3480)
H (-2.6835, 1.7877, -4.2727)
H (-2.6570, 0.1793, -3.4789)
H (-3.3347, 2.5425, -1.5810)
H (-4.6060, 1.9375, -2.7105)
H (-3.4332, -0.4854, -1.5122)
H (-3.5334, 0.7026, -0.1680)
H (-5.7860, -0.7120, -1.5991)
H (-6.0897, 1.0442, -1.4788)
H (-5.0925, -1.8178, 1.1309)
H (-6.4205, -1.1243, 3.5268)
H (-7.6699, 1.3650, 3.1126)
H (-7.0363, 1.9906, 0.4605)
La (5.4202, -3.0371, -0.9410)

Calculated values
F_max	0.09512	Eh/bohr
frontier orbital gap	1.29	eV
E_tot	-3154.5559	Eh
lowest unoccupied orbital energy	-12.09	eV
multiplicity	1
charge	+3

Here are the Löwdin charges for atoms 1 to 2, given in e: C -0.061; C -0.177

=====

Here is a structure of composition C31H28CuN2O5P from OMol25. Energies are from ωB97M-V with the def2-TZVPD basis set.

Atoms and positions in Å:
Cu (0.3470, 0.8871, -0.3068)
C (4.0393, -0.0863, 0.1250)
C (3.9075, 0.9034, -1.0291)
C (3.5200, 2.2905, -0.5283)
C (2.9373, 0.3907, -2.1032)
C (3.4563, -0.8350, -2.8684)
O (2.5466, -1.8973, -2.5150)
C (1.5688, -1.3428, -1.7715)
N (1.6749, -0.0981, -1.5194)
C (0.5321, -2.3054, -1.3180)
C (0.9423, -3.6327, -1.2177)
C (0.0699, -4.6193, -0.7887)
C (-1.2347, -4.2855, -0.4742)
C (-1.6551, -2.9676, -0.5844)
C (-0.7925, -1.9578, -0.9962)
P (-1.3939, -0.2225, -1.1236)
C (-2.9903, -0.2815, -0.2626)
C (-2.9214, -0.3846, 1.1303)
C (-4.0836, -0.3984, 1.8809)
C (-5.3200, -0.2850, 1.2541)
C (-5.3906, -0.1610, -0.1236)
C (-4.2263, -0.1615, -0.8844)
C (-1.7865, -0.1042, -2.8974)
C (-2.3796, -1.1462, -3.6111)
C (-2.6539, -1.0027, -4.9611)
C (-2.3363, 0.1833, -5.6127)
C (-1.7434, 1.2225, -4.9133)
C (-1.4665, 1.0769, -3.5602)
H (4.8088, 0.2465, 0.8225)
H (4.3147, -1.0884, -0.2146)
H (3.0987, -0.1620, 0.6764)
H (4.8773, 0.9898, -1.5342)
H (2.5863, 2.2742, 0.0356)
H (3.4079, 2.9954, -1.3558)
H (4.2917, 2.6807, 0.1376)
H (2.7051, 1.2089, -2.7883)
H (4.4588, -1.1385, -2.5700)
H (3.4182, -0.7156, -3.9501)
H (1.9608, -3.8874, -1.4711)
H (0.4133, -5.6417, -0.7038)
H (-1.9315, -5.0440, -0.1417)
H (-2.6774, -2.7182, -0.3326)
H (-1.9521, -0.4567, 1.6155)
H (-4.0264, -0.4837, 2.9584)
H (-6.2275, -0.2847, 1.8443)
H (-6.3505, -0.0629, -0.6140)
H (-4.2887, -0.0655, -1.9612)
H (-2.6186, -2.0760, -3.1086)
H (-3.1131, -1.8158, -5.5084)
H (-2.5489, 0.2934, -6.6683)
H (-1.4922, 2.1459, -5.4188)
H (-0.9971, 1.8843, -3.0096)
O (0.5696, -0.2911, 1.9516)
C (0.6781, 0.9155, 2.2293)
O (0.6866, 1.8573, 1.3739)
C (0.8070, 1.3302, 3.6754)
C (0.8329, 0.3637, 4.6733)
C (0.9525, 0.7261, 6.0071)
C (1.0474, 2.0631, 6.3600)
C (1.0195, 3.0061, 5.3473)
C (0.9015, 2.6743, 4.0119)
N (1.1228, 4.4345, 5.7145)
O (1.1182, 5.2515, 4.8172)
O (1.2214, 4.7083, 6.8949)
H (0.7581, -0.6740, 4.3762)
H (0.9734, -0.0339, 6.7770)
H (1.1417, 2.3792, 7.3875)
H (0.8842, 3.4324, 3.2445)

Calculated values
F_max	0.00426	Eh/bohr
frontier orbital gap	8.00	eV
E_tot	-3665.6465	Eh
lowest unoccupied orbital energy	0.10	eV
multiplicity	1

Here are the Löwdin charges for atoms 1 to 2, given in e: Cu 0.264; C -0.045